Computed, not measured: 3 unconnected molecules or ions with the total composition C43H42BrN6O7S2 in a non-equilibrium geometry, with ωB97M-V with the def2-TZVPD basis set.

Summary:
Lowest unoccupied orbital energy: -3.23 eV
DFT total energy: -5889.03559 Ha
HOMO energy: -10.65 eV
Multiplicity: 1
Frontier orbital gap: 7.42 eV
Charge: +1
Max |F|: 1.51 eV/Å

```
101
C43H42BrN6O7S2 | the Open Molecules 2025 dataset | ωB97M-V with the def2-TZVPD basis set
C -6.01096 2.11223 -2.52132
C -6.94543 1.11204 -3.21420
O -6.20103 0.02289 -3.78192
C -5.96668 -0.99217 -2.84073
C -4.80575 -1.82509 -3.34398
O -5.14745 -3.21331 -3.06216
N -4.02660 -3.99876 -3.00649
C -3.68507 -4.52223 -1.83444
N -4.32987 -4.29977 -0.68299
C -3.68644 -5.00896 0.21697
Br -4.24645 -4.93904 1.97618
N -2.66842 -5.69501 -0.32735
S -1.57862 -6.77828 0.39377
N -2.64296 -5.35309 -1.67099
C -1.68948 -5.84802 -2.64665
C -0.90750 -4.72078 -3.32142
C -0.42914 -3.67999 -2.30292
C 0.71896 -4.19643 -1.44497
C 1.19514 -3.23478 -0.36005
C 1.74235 -1.89928 -0.86528
C 1.60785 -0.83202 0.21508
S 2.63659 0.65104 -0.07369
C 2.45697 0.96312 -1.77514
N 3.40224 1.53246 -2.46513
N 2.89510 1.69339 -3.75208
C 1.70138 1.18962 -3.72821
O 1.34476 0.70316 -2.51393
H -5.00796 1.69748 -2.50358
H -6.33552 2.34648 -1.51265
H -5.98039 3.03966 -3.08429
H -7.44819 1.58307 -4.04986
H -7.67504 0.70600 -2.51679
H -6.84327 -1.63871 -2.74347
H -5.74002 -0.60648 -1.84456
H -3.87335 -1.58881 -2.83901
H -4.71745 -1.72503 -4.42268
H -3.53787 -4.16922 -3.86970
H -2.24962 -7.91523 0.12435
H -0.97628 -6.48978 -2.14235
H -2.21061 -6.48912 -3.35674
H -1.46512 -4.21052 -4.10526
H -0.06510 -5.18556 -3.82800
H -1.26931 -3.35628 -1.68895
H -0.07824 -2.82027 -2.86796
H 1.56197 -4.45662 -2.08572
H 0.41436 -5.11435 -0.93504
H 2.00451 -3.73080 0.17297
H 0.41611 -3.04357 0.38072
H 2.80049 -1.99014 -1.10102
H 1.21244 -1.53994 -1.73972
H 1.94621 -1.18967 1.18402
H 0.58414 -0.48245 0.31388
H 1.04171 1.16312 -4.57393
C 3.17951 0.06284 5.79708
C 2.97937 -0.32119 7.11846
C 2.17454 -1.40879 7.41385
C 1.55711 -2.11229 6.38877
C 1.74192 -1.71386 5.06038
C 2.56230 -0.63072 4.77037
C 1.05803 -2.42410 3.94948
O 1.21388 -2.09260 2.78910
C 0.15867 -3.56332 4.29564
C -0.53047 -4.20825 3.28076
C -1.36095 -5.27544 3.57018
C -1.50370 -5.71544 4.88276
C -0.82076 -5.07229 5.90293
C 0.00495 -3.99074 5.61361
C 0.70960 -3.28982 6.72843
O 0.58748 -3.67042 7.87108
H 3.81532 0.90788 5.56994
H 3.45457 0.22915 7.91913
H 2.01992 -1.71504 8.43896
H 2.71091 -0.33338 3.74188
H -0.41129 -3.86416 2.26027
H -1.89004 -5.76022 2.76811
H -2.14872 -6.55459 5.11014
H -0.92555 -5.40128 6.92747
C 3.97584 11.39218 -1.54247
C 5.26727 10.87565 -1.53075
C 5.47082 9.51534 -1.37468
C 4.38356 8.66519 -1.21934
C 3.08761 9.18653 -1.21080
C 2.88862 10.55056 -1.38239
C 1.90722 8.30193 -1.00301
O 0.78014 8.75095 -1.00139
C 2.15081 6.84679 -0.78985
C 1.07026 6.01094 -0.54185
C 1.27668 4.65474 -0.35403
C 2.56079 4.12613 -0.42172
C 3.64250 4.95520 -0.66469
C 3.44296 6.31822 -0.84070
C 4.62280 7.20168 -1.07012
O 5.74296 6.74205 -1.12832
H 3.81944 12.45473 -1.67261
H 6.11562 11.53709 -1.64547
H 6.47148 9.10632 -1.37005
H 1.88243 10.94575 -1.38576
H 0.07408 6.42857 -0.49417
H 0.43388 4.00398 -0.15495
H 2.71017 3.06152 -0.28240
H 4.64339 4.54983 -0.71786
```



Computed, not measured: a molecular structure, C43H42HfN13O2PS2 in a non-equilibrium geometry, with ωB97M-V with the def2-TZVPD basis set.

Summary:
Lowest unoccupied orbital energy: -5.19 eV
DFT total energy: -3711.64203 Ha
HOMO energy: -12.52 eV
Multiplicity: 1
Frontier orbital gap: 7.33 eV
Energy relative to the best compared isomer or geometry (same formula, charge and spin): 0.2092 eV
Charge: +2
Max |F|: 1.16 eV/Å

```
104
C43H42HfN13O2PS2 | the Open Molecules 2025 dataset | ωB97M-V with the def2-TZVPD basis set
Hf -0.13558 1.12797 -1.57704
N 1.78262 2.06668 -5.45509
C 1.21370 2.22664 -4.22411
S 2.06196 1.60385 -2.82410
N 0.06707 2.83176 -4.18926
N -0.47145 2.85988 -2.90238
C -1.26648 3.84723 -2.66101
C -1.93405 4.09869 -1.40661
C -2.87915 5.13489 -1.37817
C -3.57258 5.43319 -0.22425
C -3.31384 4.70818 0.93296
C -2.35995 3.70337 0.94790
C -1.66987 3.39515 -0.21451
O -0.72057 2.43517 -0.20588
H 2.78566 1.97513 -5.48477
H 1.37310 2.62331 -6.19248
H -1.42832 4.55219 -3.47463
H -3.06896 5.69577 -2.28508
H -4.30574 6.22676 -0.21985
H -3.85449 4.93941 1.84128
H -2.13378 3.16421 1.85806
C 3.93835 2.17559 2.36472
N 3.17024 1.48929 1.32051
C 1.92297 1.69884 0.92572
N 1.60692 0.82098 -0.03010
C 2.75584 0.09656 -0.17079
N 3.71298 0.46663 0.63064
C 4.38230 1.21667 3.43843
C 5.66886 1.28455 3.95299
C 6.06922 0.40317 4.95173
C 5.19824 -0.56395 5.41976
C 3.91010 -0.63730 4.89248
C 3.50193 0.26006 3.91799
C 2.99263 -1.68522 5.33285
N 3.16992 -2.62933 6.18352
N 1.98816 -3.37795 6.18827
C 1.20472 -2.81798 5.34210
O 1.76461 -1.72761 4.74907
C -0.14715 -3.18539 4.92590
C -0.75689 -4.33216 5.43036
C -2.03016 -4.66882 5.00831
C -2.69944 -3.87226 4.08528
C -2.09592 -2.72485 3.59295
C -2.81370 -1.82142 2.62874
N -2.03507 -1.59261 1.40654
C -1.51882 -0.46165 0.94648
N -0.90174 -0.68991 -0.21488
C -1.08950 -2.02945 -0.39858
N -1.75865 -2.60442 0.56316
C -0.82014 -2.38385 4.01574
H 3.27909 2.95461 2.75251
H 4.78837 2.65863 1.88536
H 1.28030 2.47108 1.31395
H 2.88078 -0.68942 -0.89618
H 6.36563 2.02183 3.57460
H 7.07128 0.46364 5.35242
H 5.50305 -1.26980 6.17983
H 2.49809 0.18937 3.51798
H -0.22641 -4.94864 6.14289
H -2.50609 -5.55953 5.39346
H -3.69252 -4.14850 3.75416
H -2.98097 -0.83160 3.05913
H -3.77756 -2.22882 2.32717
H -1.60630 0.49063 1.44475
H -0.76593 -2.56038 -1.27645
H -0.33979 -1.48813 3.64034
N 1.95833 -1.06473 -4.84880
C 1.30991 -1.46351 -3.77128
S -0.28750 -0.83910 -3.48444
N 1.83002 -2.36772 -2.94510
C 3.03946 -3.12355 -3.09576
C 3.44454 -3.61576 -4.32850
C 4.61722 -4.35582 -4.40664
C 5.36213 -4.61932 -3.26839
C 4.92565 -4.15531 -2.03544
C 3.76466 -3.40608 -1.94471
H 1.57572 -0.29599 -5.38015
H 2.90714 -1.35854 -5.02827
H 1.27731 -2.56615 -2.12747
H 2.83490 -3.49405 -5.21392
H 4.93325 -4.74403 -5.36496
H 6.27085 -5.20024 -3.33762
H 5.49111 -4.37495 -1.14053
H 3.42779 -3.04870 -0.97892
C -3.14435 1.06270 -4.12526
P -2.93085 0.71711 -2.35381
C -3.53119 -1.00123 -2.24503
C -4.27345 1.61919 -1.53146
C -4.97474 2.64167 -2.16175
C -6.04609 3.25279 -1.52424
C -6.41984 2.85404 -0.25196
C -5.71727 1.84416 0.39182
C -4.65073 1.23289 -0.24457
H -2.77574 2.05151 -4.39667
H -4.19542 0.97541 -4.40233
H -2.56775 0.33308 -4.69305
H -4.54011 -1.04293 -2.65733
H -3.57001 -1.34563 -1.21315
H -2.88331 -1.66660 -2.81349
H -4.70442 2.96343 -3.15920
H -6.59307 4.03641 -2.03075
H -7.26266 3.32388 0.23697
H -6.00990 1.52687 1.38378
H -4.12272 0.43426 0.26552
```



Computed, not measured: a molecular structure, C43H43EuN8O14PS3 in a non-equilibrium geometry, with ωB97M-V with the def2-TZVPD basis set.

Summary:
Lowest unoccupied orbital energy (alpha / beta): 1.86 / 1.86 eV
DFT total energy: -5402.07590 Ha
HOMO energy (alpha / beta): -5.46 / -5.47 eV
Multiplicity: 7
Frontier orbital gap (alpha / beta): 7.32 / 7.33 eV
Energy relative to the best compared isomer or geometry (same formula, charge and spin): 1.0906 eV
⟨S²⟩: 12.008
Charge: -1
Max |F|: 4.37 eV/Å

```
113
C43H43EuN8O14PS3 | the Open Molecules 2025 dataset | ωB97M-V with the def2-TZVPD basis set
Eu -0.40844 -0.00281 -0.49207
C -6.45650 4.39429 -3.99257
C -5.08854 3.97666 -3.54173
C -3.97415 4.23660 -4.32961
C -2.72651 3.76995 -3.95477
C -2.58279 3.05495 -2.78222
C -3.67335 2.81438 -1.96775
C -4.92114 3.27457 -2.35276
S -0.97984 2.31302 -2.42398
O -1.11524 0.88498 -2.69104
O -0.00178 2.97426 -3.26973
N -0.66197 2.35592 -0.87562
C -0.73652 3.41496 -0.04543
C -0.81333 4.75357 -0.40203
C -0.77725 5.75104 0.57296
C -0.66381 5.44931 1.90751
C -0.63160 4.10287 2.32210
C -0.50585 3.69709 3.66675
C -0.55075 2.36311 3.96744
C -0.72847 1.43241 2.93304
N -0.80134 1.76337 1.66618
C -0.72161 3.07353 1.35010
H -6.40167 5.23059 -4.68483
H -7.08387 4.66526 -3.14598
H -6.93630 3.56541 -4.51406
H -4.09022 4.78755 -5.25182
H -1.85169 3.93323 -4.56250
H -3.53596 2.25285 -1.05659
H -5.78304 3.06934 -1.73396
H -0.86207 5.00509 -1.45127
H -0.81662 6.78535 0.25962
H -0.60009 6.22609 2.65615
H -0.36794 4.44362 4.43875
H -0.44137 2.01429 4.98208
H -0.80353 0.37641 3.15240
N 2.84386 -1.33204 -0.47947
N 3.22657 -0.98762 0.84257
C 2.25581 -0.36119 1.65648
O 2.56272 -0.17076 2.82576
O 1.17186 -0.02957 1.07751
H 2.32907 -2.21900 -0.52928
H 3.69397 -1.42953 -1.03093
H 3.78374 -1.66911 1.35232
O 1.31305 -3.64336 -0.92934
S 0.02095 -3.29535 -1.51610
O -0.14187 -3.83400 -2.84888
O -0.22941 -1.84224 -1.45986
C -1.15169 -4.14938 -0.44649
C -1.56617 -5.37687 -0.92489
C -2.36210 -6.20396 -0.15234
C -2.74292 -5.77450 1.10566
C -2.32573 -4.54410 1.57976
C -1.50631 -3.71021 0.82302
P -0.90293 -2.08115 1.47323
C 0.42538 -2.73699 2.56686
C 0.70835 -2.14267 3.79338
C 1.76872 -2.58064 4.56353
C 2.58533 -3.60231 4.11120
C 2.32845 -4.18689 2.88271
C 1.25551 -3.76121 2.11747
C -2.21484 -1.78643 2.75280
C -3.13084 -0.76978 2.49261
C -4.17631 -0.51198 3.36313
C -4.31654 -1.25918 4.52001
C -3.39038 -2.24580 4.81110
C -2.34389 -2.50305 3.94263
H -1.23794 -5.65503 -1.91376
H -2.67882 -7.16594 -0.52680
H -3.36526 -6.40012 1.72887
H -2.64595 -4.23830 2.56152
H 0.09733 -1.32955 4.15729
H 1.97179 -2.10309 5.50995
H 3.42586 -3.93248 4.70587
H 2.97089 -4.97477 2.51134
H 1.08937 -4.19959 1.14461
H -3.00812 -0.16037 1.60452
H -4.87958 0.27796 3.13635
H -5.13812 -1.07086 5.19546
H -3.48543 -2.82138 5.72086
H -1.62068 -3.26273 4.20357
O -3.27101 -0.53730 -2.15397
N -2.79165 -0.62948 -1.05685
O -2.64470 -1.71705 -0.50833
O -2.54284 0.39350 -0.39044
C 5.01175 -1.50109 -9.19683
C 5.17069 -1.50102 -7.69022
S 4.32605 0.01622 -7.11916
O 2.92804 -0.12839 -7.42463
O 5.00574 1.14688 -7.68868
C 4.47062 0.10113 -5.29835
C 3.55460 1.25089 -4.88803
N 3.03413 1.11085 -3.55153
C 1.90134 0.45814 -3.20605
N 1.59672 0.66865 -1.93018
C 2.54824 1.46755 -1.42103
C 3.47541 1.75600 -2.40746
N 4.70868 2.39718 -2.29335
O 4.91672 3.07402 -1.30552
O 5.53227 2.22134 -3.18644
C 1.11393 -0.38847 -4.11885
H 5.46099 -2.38180 -9.65088
H 5.47765 -0.60630 -9.60407
H 3.95182 -1.47473 -9.44052
H 6.20933 -1.44202 -7.38016
H 4.66991 -2.34344 -7.22377
H 5.50320 0.29345 -5.02371
H 4.12829 -0.85056 -4.90101
H 2.71156 1.28776 -5.58447
H 4.10587 2.18958 -4.96951
H 2.56363 1.75747 -0.38559
H 1.61206 -0.57039 -5.06761
H 0.15408 0.10480 -4.28873
H 0.88164 -1.33461 -3.62235
```



Computed, not measured: a molecular structure, C43H43IrN3O4P3Se2, with ωB97M-V with the def2-TZVPD basis set.

Summary:
Lowest unoccupied orbital energy (alpha / beta): -2.93 / -4.11 eV
DFT total energy: -8060.92635 Ha
HOMO energy (alpha / beta): -10.52 / -10.51 eV
Multiplicity: 2
Frontier orbital gap (alpha / beta): 7.59 / 6.40 eV
Energy relative to the best compared isomer or geometry (same formula, charge and spin): 0.2451 eV
⟨S²⟩: 0.753
Charge: +1
Max |F|: 0.55 eV/Å

```
99
C43H43IrN3O4P3Se2 | the Open Molecules 2025 dataset | ωB97M-V with the def2-TZVPD basis set
Ir -0.65925 0.99137 -0.81310
Se -0.54813 1.00901 1.69198
P 1.45305 1.59485 2.39810
Se 3.12164 1.26002 1.01054
C 1.65266 0.58950 3.88723
C 0.61208 0.52492 4.81301
C 0.77160 -0.20953 5.97523
C 1.96484 -0.87832 6.21919
C 2.99851 -0.81324 5.29865
C 2.84569 -0.07950 4.13036
C 1.56077 3.32001 2.96987
C 2.69210 4.09579 2.74580
C 2.73549 5.40250 3.21431
C 1.65472 5.93533 3.89951
C 0.52523 5.16067 4.12916
C 0.47544 3.85767 3.66311
H -0.32878 1.02830 4.62734
H -0.03903 -0.26394 6.68958
H 2.08567 -1.45196 7.12862
H 3.92597 -1.33934 5.48144
H 3.65012 -0.04694 3.40712
H 3.53429 3.68944 2.20397
H 3.61671 6.00505 3.03804
H 1.69138 6.95574 4.25792
H -0.31621 5.57318 4.67037
H -0.41387 3.26014 3.82616
C -3.89068 -0.49936 -1.44964
P -2.92718 0.73766 -0.53972
C -3.50104 0.37989 1.14882
C -3.71779 2.37749 -0.85268
C -2.80481 3.49266 -0.33281
P -1.07754 3.22680 -0.89347
C -0.08189 4.35355 0.10712
C -0.97990 3.98474 -2.53947
H -4.93998 -0.19742 -1.45330
H -3.80168 -1.44658 -0.91589
H -3.51908 -0.65465 -2.45602
H -4.58409 0.25395 1.11812
H -3.24858 1.18165 1.83986
H -3.05056 -0.54719 1.50661
H -4.69704 2.39953 -0.37122
H -3.89074 2.50354 -1.92219
H -2.77768 3.49564 0.76026
H -3.15321 4.47519 -0.65730
H -0.33579 5.38659 -0.13379
H 0.97755 4.18497 -0.09191
H -0.27387 4.17653 1.16356
H -1.23905 5.04145 -2.46518
H -1.65162 3.49919 -3.24510
H 0.03917 3.89710 -2.91912
O 3.21025 0.84034 -2.07992
C 2.01270 0.92259 -1.94584
O 1.39788 1.24907 -0.85346
C 1.08186 0.69882 -3.11831
C 1.67185 0.36346 -4.34463
C 0.87907 0.24615 -5.44372
C -0.50096 0.50267 -5.32144
C -1.36503 0.45037 -6.44299
C -2.69363 0.72095 -6.31575
C -3.21393 1.05373 -5.04659
C -2.40198 1.09437 -3.95227
C -1.02682 0.81947 -4.04927
N -0.21607 0.88929 -2.94224
H 2.74182 0.21809 -4.35787
H 1.29113 -0.01891 -6.40945
H -0.93983 0.19418 -7.40516
H -3.34828 0.68364 -7.17543
H -4.27010 1.26717 -4.94122
H -2.80001 1.32622 -2.98259
O -1.46783 -1.63232 -2.75181
C -0.71121 -1.95120 -1.84715
N -0.19995 -3.19783 -1.67077
C 0.54260 -3.32968 -0.43824
C 0.56059 -1.84306 0.00131
O 1.20106 -1.42675 0.94029
N -0.23445 -1.11226 -0.84425
C -0.20002 -4.16768 0.61322
C 0.10715 -4.04178 1.96588
C -0.53483 -4.83021 2.90869
C -1.48813 -5.75964 2.51794
C -1.79632 -5.89206 1.17371
C -1.15740 -5.09980 0.22933
C 1.95024 -3.88483 -0.66860
C 2.21719 -4.64858 -1.79958
C 3.47176 -5.20748 -1.99891
C 4.47910 -5.00709 -1.06915
C 4.22002 -4.24542 0.06070
C 2.96564 -3.69107 0.26465
H -0.54211 -3.95022 -2.23930
H 0.84311 -3.31628 2.28262
H -0.28409 -4.71862 3.95597
H -1.98352 -6.37787 3.25501
H -2.53471 -6.61550 0.85270
H -1.42095 -5.22748 -0.81223
H 1.45240 -4.81165 -2.54742
H 3.65891 -5.79870 -2.88607
H 5.45852 -5.44042 -1.22376
H 5.00075 -4.07923 0.79199
H 2.78095 -3.09056 1.14228
```